Record 1
{
  "formula": "C4H4F2N2",
  "method": "the ωB97M-V functional and the def2-TZVPD basis",
  "elements": ["C", "C", "C", "C", "N", "N", "F", "F", "H", "H", "H", "H"],
  "positions_angstrom": [[0.177, 1.456, 0.598], [1.332, 1.290, -1.262], [-0.054, 0.249, 0.006], [-1.246, -1.697, 0.976], [0.980, 2.106, -0.254], [0.666, 0.100, -1.131], [-0.270, -2.549, 1.277], [-2.150, -2.307, 0.148], [-0.235, 1.833, 1.550], [2.034, 1.674, -2.023], [-1.792, -1.402, 1.881], [0.557, -0.753, -1.767]],
  "lowdin_charge": [-0.20, -0.20, -0.07, -0.17, 0.02, 0.03, 0.04, 0.01, 0.10, 0.12, 0.12, 0.19],
  "e_homo_ev": [-8.9, -8.9]
}

---

Record 2
{
  "formula": "C12H20FO8S",
  "method": "the ωB97M-V functional and the def2-TZVPD basis",
  "elements": ["F", "C", "C", "C", "O", "C", "O", "O", "H", "H", "H", "H", "H", "H", "C", "C", "C", "O", "C", "O", "O", "H", "H", "H", "H", "H", "H", "C", "C", "C", "S", "O", "O", "C", "H", "H", "H", "H", "H", "H", "H", "H"],
  "positions_angstrom": [[-2.230, 1.137, -0.032], [0.533, -2.139, 0.646], [-0.803, -2.180, 1.533], [-2.115, -2.169, 0.708], [-2.779, -3.301, 1.309], [-1.925, -3.946, 2.106], [-2.303, -5.015, 2.624], [-0.807, -3.394, 2.152], [1.268, -2.556, 1.300], [0.740, -1.225, 0.163], [0.352, -2.525, -0.176], [-0.981, -1.178, 2.059], [-2.050, -2.260, -0.377], [-2.456, -1.107, 0.669], [-0.435, 3.399, 2.888], [-0.157, 1.918, 2.631], [0.899, 1.712, 1.429], [2.037, 1.304, 2.028], [1.891, 1.407, 3.427], [2.818, 1.242, 4.251], [0.685, 1.652, 3.772], [-1.075, 3.472, 3.658], [-0.825, 3.955, 2.032], [0.213, 4.058, 3.314], [-1.057, 1.269, 2.385], [1.073, 2.719, 0.854], [0.395, 0.833, 0.794], [0.707, -1.061, -3.368], [-0.410, -0.448, -2.700], [-0.199, 1.097, -2.497], [1.493, 1.354, -3.207], [2.470, 1.097, -2.172], [1.567, 2.566, -3.969], [1.339, 0.046, -4.259], [0.518, -2.015, -4.017], [1.424, -1.458, -2.594], [-0.453, -0.956, -1.735], [-1.337, -0.539, -3.381], [-0.379, 1.502, -1.517], [-0.991, 1.561, -3.024], [2.379, -0.247, -4.511], [0.957, 0.401, -5.187]],
  "lowdin_charge": [-0.70, 0.04, -0.26, -0.09, 0.08, -0.61, 0.08, 0.15, 0.09, 0.06, -0.02, 0.16, 0.12, 0.11, -0.03, -0.21, -0.16, 0.03, -0.52, 0.08, 0.09, 0.04, 0.10, 0.06, 0.15, 0.16, 0.13, -0.26, -0.24, -0.17, 0.63, -0.31, -0.33, -0.28, 0.15, 0.12, 0.08, 0.15, 0.06, 0.08, 0.12, 0.10],
  "charge": -1,
  "e_homo_ev": -5.7
}